DFT (wB97M-V/def2-TZVPD) results for a gas-phase ion, C10H11N2O4 (charge -1).

The geometry in ORCA input format:
```
! wB97M-V def2-TZVPD RIJCOSX def2/J DEFGRID3
* xyz -1 1
O 1.458 -0.407 -2.855
O 1.907 4.286 1.564
O 0.372 1.424 -3.449
O 0.600 4.259 -0.215
N 1.181 3.662 0.736
N 1.051 0.746 -2.655
C 0.468 -0.616 1.084
C -1.444 -0.187 -0.288
C -1.660 -3.787 0.906
C -0.028 -1.899 1.352
C -0.169 0.201 0.146
C -1.195 -2.366 0.749
C 1.505 1.473 -1.326
C -1.943 -1.453 -0.002
C 0.985 2.312 0.861
C 0.400 1.548 -0.270
H -2.887 -1.784 -0.421
H 1.769 2.473 -1.674
H -0.948 -4.366 1.496
H 1.334 -0.254 1.632
H 0.535 -2.590 1.989
H 2.383 0.924 -0.967
H -1.772 -4.275 -0.068
H 1.193 1.850 1.815
H -2.633 -3.843 1.401
H -0.421 2.139 -0.693
H -2.042 0.528 -0.849
*
```

- SMILES string: Cc1ccc([C@@H](C=[N+]([O-])[O-])C[N+](=O)[O-])cc1
- Electronic energy: -797.9896 hartree

---

DFT (wB97M-V/def2-TZVPD) results for a molecular structure, C10H11N5O4.

The geometry in ORCA input format:
```
! wB97M-V def2-TZVPD RIJCOSX def2/J DEFGRID3
* xyz 0 1
O 2.245 -2.205 0.275
O -1.089 1.743 2.238
O 2.875 -1.226 -1.721
O -1.348 3.370 0.779
N -0.341 -0.802 1.139
N 2.221 3.093 -3.996
N -0.734 2.352 1.184
N 2.837 0.040 -2.329
N 2.327 -1.183 -0.402
C 1.939 0.133 -0.204
C -2.770 -0.909 0.860
C 1.943 2.631 -2.958
C 0.349 1.870 0.389
C 1.648 2.083 -1.680
C 0.704 2.586 -0.769
C -1.293 -2.848 0.243
C 0.976 0.597 0.763
C -1.435 -1.328 0.276
C 2.251 0.820 -1.381
H -0.291 -3.156 -0.083
H 0.198 3.534 -0.952
H -3.603 -1.179 0.207
H 1.268 0.457 1.819
H 0.309 -1.538 1.410
H -2.912 -1.409 1.825
H -1.223 -0.859 -0.696
H -2.022 -3.325 -0.431
H -2.820 0.167 1.013
H -1.467 -3.228 1.262
H -0.740 -0.283 1.920
*
```

- Electronic energy: -962.0962 hartree

---

DFT (wB97M-V/def2-TZVPD) results for a single C10H11NO2 molecule.

The geometry in ORCA input format:
```
! wB97M-V def2-TZVPD RIJCOSX def2/J DEFGRID3
* xyz 0 1
O -1.000 -2.442 -0.350
O -2.967 -1.520 -0.479
N -1.758 -1.480 -0.395
C -1.582 0.651 -1.491
C 2.176 -1.171 1.044
C 2.575 0.161 -0.939
C 0.341 -0.234 -0.229
C 0.799 -1.023 0.848
C 1.234 0.428 -1.083
C 3.024 -0.599 0.071
C -1.147 -0.096 -0.204
C -1.161 1.593 1.641
C -1.773 0.589 1.024
H 0.209 -1.467 1.604
H -1.504 1.740 -1.279
H -1.557 2.266 2.507
H -2.760 0.311 1.201
H -0.229 1.875 1.339
H 2.538 -1.596 1.912
H 3.110 0.929 -1.477
H -0.998 0.141 -2.142
H 4.141 -0.791 0.177
H 0.991 1.318 -1.719
H -2.702 0.415 -1.581
*
```

- SMILES string: C=C[C@@](C)(c1ccccc1)[N+](=O)[O-]
- Electronic energy: -592.7118 hartree

---

DFT (wB97M-V/def2-TZVPD) results for a single C10H11NOS molecule.

The geometry in ORCA input format:
```
! wB97M-V def2-TZVPD RIJCOSX def2/J DEFGRID3
* xyz 0 1
S 0.847 -0.803 -2.310
O -2.401 0.561 -0.614
N -2.014 -0.252 -2.692
C 0.400 -1.829 1.117
C -0.357 -0.616 -0.906
C 0.166 0.383 0.137
C 1.164 0.415 2.310
C 0.331 1.747 -0.035
C 1.397 1.769 2.183
C 0.524 -0.274 1.308
C 0.901 2.446 1.031
C -0.401 -1.937 -0.155
C -1.738 -0.121 -1.360
H -0.023 -2.731 -0.691
H 0.932 3.536 1.034
H 0.047 2.050 -1.017
H 1.586 2.462 3.024
H 0.014 -2.286 1.986
H -2.971 -0.036 -3.036
H -1.455 -2.103 -0.006
H -1.261 -0.539 -3.358
H 1.366 -2.160 1.007
H 1.218 0.474 -2.084
H 1.730 -0.155 3.128
*
```

- SMILES string: NC(=O)[C@]1(S)CCc2ccccc21
- Electronic energy: -915.8292 hartree

---

Summary of orbital gap in eV
6.4, 7.0, 9.7, 9.6
(order as listed above)
Summary of energy above the lowest of the compared OMol25 structures with the same formula, charge and spin in kJ/mol
323.3, 71.2, 557.8, 56.9
(order as listed above)